Below is C23H27CoGeN2O4S as an isolated structure, with properties calculated with ωB97M-V with the def2-TZVPD basis set.

Output
E: -5161.00948 Eh
spin multiplicity: 1
lowest unoccupied orbital energy: -0.948 eV
HOMO: -7.3 eV
orbital gap: 6.31 eV

```
59
C23H27CoGeN2O4S, DFT ωB97M-V with the def2-TZVPD basis set
Co 0.12 0.17 0.13
O 4.04 0.19 -0.42
C 2.96 0.74 -0.40
O 1.83 0.10 -0.58
C 2.84 2.23 -0.24
C 4.00 2.95 0.04
C 3.99 4.32 0.15
C 2.79 5.00 -0.03
C 1.63 4.30 -0.29
C 1.62 2.90 -0.39
S 0.04 2.16 -0.65
H 4.91 2.38 0.15
H 4.90 4.86 0.36
H 2.75 6.08 0.04
H 0.69 4.83 -0.42
O -6.28 -2.11 0.54
C -6.04 -0.71 0.53
C -4.57 -0.46 0.43
C -4.09 0.84 0.32
C -2.73 1.06 0.22
N -1.85 0.05 0.20
C -2.30 -1.21 0.31
C -3.65 -1.50 0.43
C -1.24 -2.26 0.28
C -1.47 -3.61 0.26
C -0.39 -4.49 0.22
C -0.63 -5.98 0.24
O -1.28 -6.38 1.44
C 0.89 -3.96 0.21
C 1.06 -2.58 0.24
N 0.02 -1.77 0.28
H -7.23 -2.26 0.60
H -6.41 -0.24 1.45
H -6.54 -0.23 -0.31
H -4.76 1.68 0.32
H -2.31 2.05 0.15
H -4.00 -2.52 0.54
H -2.48 -4.01 0.27
H 0.31 -6.51 0.10
H -1.30 -6.26 -0.57
H -0.70 -6.21 2.18
H 1.76 -4.60 0.17
H 2.03 -2.10 0.21
C -2.15 0.29 3.53
Ge -0.23 -0.12 3.45
C 0.04 -2.06 3.50
C 0.63 0.66 5.01
C 0.62 0.71 1.89
H -2.55 0.07 4.52
H -2.71 -0.29 2.80
H -2.30 1.35 3.32
H -0.18 -2.46 4.49
H 1.08 -2.30 3.26
H -0.60 -2.58 2.79
H 0.23 0.25 5.94
H 0.49 1.74 5.02
H 1.71 0.46 4.99
H 1.70 0.51 1.95
H 0.49 1.79 1.96
```